1.
A single C4H7FN2 molecule. Source: OMol25; level of theory: ωB97M-V with the def2-TZVPD basis set.

Its SMILES is C=NNC/C=C\F. As for the frontier orbital gap: 9.445 eV. As for the spin multiplicity: 1.

Each line ends with the Mulliken charge.
Element x y z (Å)
C -2.288 1.084 0.208  -0.282
N -2.340 -0.267 -0.385  -0.653
N -1.275 -0.962 -0.234  0.093
C -0.133 -0.152 0.346  -0.657
C 1.180 -0.918 0.383  -0.605
C 2.243 -0.246 -0.022  -0.010
F 2.274 1.051 -0.329  -0.257
H -3.320 1.402 0.366  0.332
H -1.338 1.620 0.632  0.239
H -0.806 -1.137 -1.262  0.375
H -0.457 0.155 1.471  0.432
H 0.069 0.854 -0.037  0.310
H 1.365 -1.973 0.673  0.285
H 3.313 -0.383 -0.043  0.398

Cartesian forces (eV/Å) of the 2 atoms listed first:
C -0.230 -5.030 -1.645
N -3.145 8.367 2.760


2.
A molecular structure, C3H6N4OS. Source: OMol25; level of theory: ωB97M-V with the def2-TZVPD basis set.

As for the frontier orbital gap: 9.001 eV. As for the spin multiplicity: 1.

Each line ends with the Mulliken charge.
Element x y z (Å)
C 0.229 1.987 0.629  0.055
C 1.714 0.766 -0.287  0.410
C -1.940 -1.030 -0.526  -0.906
N 1.507 1.860 0.527  -0.571
N 0.800 0.172 -0.907  -0.464
N -0.578 1.134 0.009  -0.107
N 2.968 0.370 -0.349  -0.426
O -2.921 1.172 0.573  -0.543
S -2.143 0.793 -0.529  0.527
H -0.233 2.597 1.427  0.371
H -1.004 -0.964 -1.149  0.401
H -2.840 -1.394 -0.970  0.351
H -1.811 -1.535 0.327  0.335
H 3.553 1.168 -0.181  0.283
H 3.103 -0.160 -1.255  0.283

Cartesian forces (eV/Å) of the 2 atoms listed first:
C -1.935 0.120 1.549
C -0.530 2.099 1.329


3.
A molecular structure, C2HHgLi2O2. Source: OMol25; level of theory: ωB97M-V with the def2-TZVPD basis set.

As for the frontier orbital gap (alpha / beta): 4.279 / 4.494 eV. As for the spin multiplicity: 2.

Each line ends with the Mulliken charge.
Element x y z (Å)
O -1.678 -0.397 -0.651  -0.723
C -0.322 -0.479 -0.723  0.224
C 0.354 -0.187 0.433  -0.394
Hg -1.634 -1.461 1.142  -0.006
Li -0.349 1.702 1.589  0.771
H 0.156 -0.833 -1.669  0.270
Li 2.050 1.029 -0.843  0.818
O 1.423 0.625 0.723  -0.960

Cartesian forces (eV/Å) of the 2 atoms listed first:
O 1.221 0.305 -2.950
C -0.156 1.481 -0.569


4.
A molecular structure, C5H6O. Source: OMol25; level of theory: ωB97M-V with the def2-TZVPD basis set.

As for the frontier orbital gap (alpha / beta): 8.044 / 8.779 eV. As for the spin multiplicity: 1.

Each line ends with the Mulliken charge.
Element x y z (Å)
C 2.303 -1.308 -0.998  0.363
C 1.416 -0.695 -0.464  -1.012
C 0.350 0.070 0.173  0.378
C -0.850 -0.691 0.644  -0.268
O -1.626 -0.218 -0.303  -0.196
C -0.668 0.634 -0.820  -0.562
H 3.076 -1.867 -1.477  0.417
H 0.731 0.765 0.930  0.287
H -1.260 -1.023 1.592  0.329
H -1.504 1.771 1.672  0.047
H -1.396 1.968 0.954  -0.054
H -0.573 0.593 -1.903  0.271

Cartesian forces (eV/Å) of the 2 atoms listed first:
C -0.364 0.208 0.182
C 0.465 -0.252 -0.173


5.
A molecular structure, C30H44N2O6P2Rh. Source: OMol25; level of theory: ωB97M-V with the def2-TZVPD basis set.

As for the frontier orbital gap (alpha / beta): 4.457 / 3.150 eV. As for the total charge: +1. As for the spin multiplicity: 5.

Each line ends with the Mulliken charge.
Element x y z (Å)
Rh -2.035 0.894 -0.666  -1.208
C 0.370 2.194 -1.817  -0.225
C -0.813 2.617 -0.936  1.645
C 1.198 2.461 0.318  1.408
C 1.490 2.056 -1.033  1.231
C -0.113 2.864 0.413  -0.203
C 0.446 2.240 -3.297  -2.062
H -0.525 2.431 -3.766  0.339
H 0.838 1.279 -3.659  0.434
H 1.142 3.015 -3.674  0.441
C 2.848 1.679 -1.498  -1.337
H 2.938 1.727 -2.585  0.582
H 3.098 0.653 -1.191  0.038
H 3.615 2.329 -1.056  0.270
C 2.228 2.577 1.378  -1.206
H 3.174 2.945 0.961  0.261
H 2.451 1.608 1.848  -0.012
H 1.920 3.260 2.173  0.567
C -0.605 3.703 1.533  -2.015
H -0.054 4.656 1.644  0.435
H -0.450 3.154 2.471  0.400
H -1.663 3.960 1.441  0.328
C -1.595 3.785 -1.459  -1.587
H -0.892 4.634 -1.529  0.413
H -2.407 4.067 -0.778  0.381
H -1.989 3.584 -2.462  0.374
C -3.680 -2.915 -1.564  -0.195
C -4.275 -2.113 -2.475  -0.907
C -5.611 -1.501 -2.304  -0.996
C -6.007 -1.153 -0.847  -1.043
C -4.922 -0.705 0.099  0.025
C -4.403 -1.586 0.969  -0.843
C -4.592 -3.070 0.881  -1.330
C -4.489 -3.668 -0.549  -0.755
H -6.387 -2.203 -2.668  0.347
H -6.541 -2.023 -0.418  0.284
H -5.671 -0.595 -2.934  0.386
H -5.510 -3.808 -0.944  0.306
H -2.629 -3.210 -1.674  0.947
H -3.936 -2.041 -3.514  0.682
H -4.061 -4.676 -0.431  0.374
H -3.832 -3.542 1.535  0.276
H -3.793 -1.339 1.849  1.177
H -5.578 -3.373 1.283  0.436
H -6.761 -0.353 -0.925  0.490
H -4.756 0.373 0.158  0.367
P -0.738 -0.988 -1.196  1.795
C 0.800 -1.874 -1.444  -0.832
C -1.479 -0.826 -2.857  -0.081
P -1.693 -0.191 1.321  1.430
C -1.584 -1.812 0.289  0.400
C -2.949 0.875 2.163  -1.461
C -0.329 -0.329 2.527  -0.869
H 1.515 -1.554 -0.655  -0.376
H 1.219 -1.631 -2.424  0.426
H 0.632 -2.956 -1.365  0.428
H -2.450 -1.296 -2.807  -0.762
H -0.847 -1.324 -3.597  0.447
H -1.650 0.226 -3.137  0.278
H -0.643 -1.054 3.305  0.483
H -0.135 0.650 2.991  0.400
H 0.607 -0.685 2.072  -0.405
H -1.080 -2.661 0.757  0.656
H -2.603 -2.039 -0.012  -1.560
H -2.605 1.068 3.184  0.394
H -3.961 0.459 2.174  0.607
H -3.001 1.827 1.607  0.328
O 2.681 -2.323 2.089  -0.305
C 3.078 -1.392 1.370  0.601
O 2.417 -0.670 0.533  -0.465
C 4.532 -0.978 1.515  0.354
C 4.968 0.283 1.082  0.718
C 6.309 0.671 1.201  -0.760
C 7.264 -0.219 1.719  -0.354
C 6.849 -1.496 2.142  -0.473
C 5.477 -1.859 2.069  -0.697
N 7.817 -2.453 2.602  0.953
O 9.015 -2.088 2.636  -0.558
O 7.420 -3.586 2.937  -0.562
N 6.664 2.013 0.791  0.916
O 5.748 2.760 0.357  -0.534
O 7.857 2.374 0.889  -0.565
H 4.247 0.967 0.661  0.072
H 8.305 0.068 1.779  0.627
H 5.147 -2.830 2.436  0.584

Cartesian forces (eV/Å) of the 2 atoms listed first:
Rh 0.889 0.483 0.019
C -2.663 1.444 0.840


6.
A single C6H13NO2S molecule. Source: OMol25; level of theory: ωB97M-V with the def2-TZVPD basis set.

Its SMILES is CS[C@H](C)C[C@@H](N)C(=O)O. As for the frontier orbital gap: 9.186 eV. As for the spin multiplicity: 1.

Each line ends with the Mulliken charge.
Element x y z (Å)
C 2.407 -0.486 -1.557  -0.820
S 0.918 0.573 -1.423  -0.036
C -0.176 -0.602 -0.582  0.060
C -0.605 -1.733 -1.449  -1.349
C -1.477 0.119 -0.014  -1.168
C -1.182 0.872 1.284  0.215
N -0.901 -0.015 2.394  -0.706
C -0.167 1.997 0.994  0.190
O -0.330 2.820 0.152  -0.551
O 0.913 1.819 1.719  -0.471
H 2.074 -1.449 -1.094  0.272
H 3.175 -0.103 -0.938  0.339
H 2.678 -0.713 -2.639  0.265
H 0.374 -0.962 0.281  0.399
H -1.404 -1.381 -2.194  0.292
H 0.196 -1.996 -2.161  0.397
H -0.928 -2.654 -0.951  0.346
H -2.065 -0.722 0.317  0.424
H -1.985 0.729 -0.806  0.418
H -2.038 1.412 1.516  0.573
H 0.108 -0.233 2.573  0.247
H -1.233 0.349 3.309  0.275
H 1.648 2.359 1.270  0.391

Cartesian forces (eV/Å) of the 2 atoms listed first:
C -1.642 -1.711 -1.069
S 0.398 -0.058 -0.437